# 1
Density functional theory data (the ωB97M-V functional and the def2-TZVPD basis) for a molecular structure, C18H32BN2O2OsP2.

```
58
C18H32BN2O2OsP2 | the OMol25 dataset | the ωB97M-V functional and the def2-TZVPD basis
C -0.926 3.090 -2.941
C -0.938 2.057 -2.014
N 0.136 1.762 -1.264
C 1.313 2.346 -1.475
C 1.389 3.345 -2.440
C 0.268 3.760 -3.170
C -2.150 1.202 -1.809
P -2.144 0.105 -0.399
Os -0.029 0.334 0.323
P 2.203 0.303 0.187
C 2.510 1.879 -0.674
C -0.056 -1.549 1.368
C -0.363 -1.466 2.717
C -0.371 -2.574 3.548
C -0.065 -3.821 3.012
C 0.221 -3.957 1.655
C 0.220 -2.818 0.820
O -1.688 -0.676 -3.856
O 0.603 -0.631 -2.979
H -1.868 3.349 -3.423
H 2.371 3.768 -2.604
H 0.333 4.571 -3.913
C -3.302 0.872 0.777
C -2.928 -1.477 -0.896
H 3.340 1.785 -1.388
H 2.751 2.672 0.047
H -2.139 0.424 -2.603
H -3.069 1.800 -1.882
C 3.171 0.295 1.708
C 3.003 -0.912 -0.905
H -1.672 0.063 3.654
H -0.628 -2.411 4.591
H -0.073 -4.688 3.677
H 0.457 -4.955 1.244
H 0.424 -2.931 -0.264
H 0.213 -0.611 -2.099
H 0.919 -1.435 -3.427
H -0.781 -0.568 -3.610
H -2.058 0.050 -4.405
H 0.525 -0.868 -0.744
H -4.125 1.400 0.261
H -3.670 0.028 1.382
H -2.684 1.555 1.394
H -4.027 -1.361 -0.897
H -2.568 -1.773 -1.901
H -2.621 -2.196 -0.116
H 4.026 -0.608 -1.153
H 3.016 -1.896 -0.416
H 2.414 -0.992 -1.838
H 4.150 0.778 1.566
H 2.621 0.805 2.508
H 3.329 -0.752 2.019
B 0.369 0.591 4.257
C -0.682 -0.103 3.196
N -0.482 0.866 2.081
H 1.441 0.001 4.142
H -0.115 0.386 5.355
H 0.486 1.788 4.015
```

The spin multiplicity is 5. The HOMO-LUMO gap (alpha / beta) is 7.3 / 5.3 eV. The calculated total energy is -1762.85158 hartree. The value obtained for the energy relative to the best compared isomer or geometry (same formula, charge and spin) is 0.0 kcal per mole. The value obtained for the HOMO energy (alpha / beta) is -10.0 / -11.6 eV. As for the net charge: +1.

***

# 2
Density functional theory data (the ωB97M-V functional and the def2-TZVPD basis) for a molecular structure, C18H32CaCl6CsLiO12P2.

```
73
C18H32CaCl6CsLiO12P2 | the OMol25 dataset | the ωB97M-V functional and the def2-TZVPD basis
C 2.465 -2.382 3.186
C 2.877 -1.011 2.687
C 3.977 -0.772 1.894
C 4.244 0.514 1.500
C 3.453 1.573 1.848
C 2.332 1.363 2.636
C 1.459 2.561 2.990
C 0.037 2.505 2.411
O 0.002 2.670 0.990
C 0.144 1.494 0.261
Cl 1.081 1.815 -1.274
C -0.786 1.303 2.963
Cl -2.511 1.526 2.351
O -0.714 1.361 4.358
C -1.742 0.649 5.049
P -1.900 -1.150 4.567
O -0.641 -1.890 4.790
C 2.098 0.070 3.044
H 2.241 -2.369 4.252
H 1.512 -2.630 2.693
H 3.170 -3.160 2.892
H 4.604 -1.610 1.612
H 5.128 0.710 0.901
H 3.689 2.583 1.532
H 1.930 3.459 2.587
H 1.421 2.641 4.079
H -0.491 3.376 2.815
H -0.837 1.092 -0.130
H 0.698 0.697 0.768
H -0.369 0.305 2.653
H -2.702 1.179 5.054
H -1.436 0.612 6.099
H -2.185 -1.245 3.180
H -2.873 -1.818 5.351
H 1.245 -0.114 3.696
Cl 1.631 0.620 -3.533
O -5.851 1.616 3.438
H -5.766 2.438 3.934
H -4.976 1.479 3.066
O 1.422 -2.049 -0.429
H 1.416 -1.873 0.573
H 1.455 -1.184 -0.945
H 0.603 -2.659 -0.717
O -3.520 3.370 -0.270
P -3.388 4.687 0.492
O -4.736 5.405 0.468
O -2.382 5.622 -0.172
O -2.927 4.446 1.927
Ca -0.339 -0.999 -1.732
C 0.025 -5.965 -4.590
C 0.317 -5.558 -3.171
O -0.295 -4.660 -2.631
C 1.405 -6.312 -2.448
H -0.774 -5.343 -4.987
H 0.915 -5.831 -5.206
H -0.292 -7.010 -4.620
H 2.352 -6.193 -2.976
H 1.147 -7.371 -2.387
H 1.511 -5.918 -1.440
Cs -3.050 -0.475 1.154
C 4.026 0.293 -6.942
C 3.133 -0.962 -6.950
O 3.400 -1.835 -7.806
O 2.225 -0.971 -6.086
H 4.793 0.235 -7.716
H 3.418 1.183 -7.117
H 4.516 0.393 -5.971
C -4.738 4.339 -2.967
Cl -3.831 3.469 -4.198
Cl -4.507 6.067 -3.112
Cl -6.486 3.937 -3.086
H -4.389 4.017 -1.978
Li -8.082 3.647 -5.150
```

The HOMO-LUMO gap is 1.4 eV. The calculated total energy is -5756.55382 hartree. The value obtained for the HOMO energy is -5.1 eV.

***

# 3
Density functional theory data (the ωB97M-V functional and the def2-TZVPD basis) for 2 unconnected molecules or ions with the total composition C18H32Cl2N2OS.

```
56
C18H32Cl2N2OS | the OMol25 dataset | the ωB97M-V functional and the def2-TZVPD basis
C -0.712 5.923 0.116
C -0.818 4.534 0.986
C -1.994 3.495 0.466
C -1.230 2.044 0.200
C -2.146 0.945 -0.599
C -1.444 -0.515 -0.836
C 0.094 -0.654 -0.292
O 0.697 -1.846 -0.972
C 1.792 -1.444 -1.867
C 1.251 -0.906 -3.343
N 1.560 0.583 -3.538
C 2.703 -2.821 -2.135
C 4.095 -2.754 -1.209
C 3.805 -2.394 0.368
S 4.442 -0.637 0.768
C 0.096 -1.066 1.333
C -0.682 -2.456 1.661
C -0.715 -2.892 3.277
C 0.077 -1.766 4.208
C 0.840 -0.436 3.663
N 0.830 -0.111 2.207
H -0.690 5.740 -1.060
H -1.614 6.677 0.305
H 0.273 6.557 0.348
H 0.244 4.004 0.894
H -0.924 4.795 2.145
H -2.747 3.307 1.366
H -2.597 3.880 -0.461
H -0.890 1.649 1.247
H -0.299 2.277 -0.509
H -3.130 0.778 0.054
H -2.472 1.367 -1.646
H -2.195 -1.323 -0.390
H -1.459 -0.709 -2.012
H 0.790 0.261 -0.511
H 2.540 -0.663 -1.422
H 1.774 -1.467 -4.254
H 0.100 -1.042 -3.500
H 1.403 1.050 -2.603
H 0.897 0.971 -4.259
H 3.102 -2.877 -3.257
H 2.109 -3.809 -1.932
H 4.717 -3.767 -1.290
H 4.843 -1.915 -1.612
H 4.411 -3.125 1.077
H 2.678 -2.431 0.683
H 3.247 0.148 0.772
H -1.227 -3.118 0.837
H -1.251 -3.848 3.687
H 0.106 -1.958 5.380
H 1.369 0.289 4.424
C -5.229 -1.221 0.679
Cl -4.812 -1.038 -1.029
Cl -4.304 -2.531 1.423
H -5.007 -0.287 1.202
H -6.295 -1.446 0.763
```

Its SMILES is CCCCCC[C@H](O[C@H](CN)CCCS)c1ccccn1.ClCCl. The HOMO-LUMO gap is 8.5 eV. The calculated total energy is -2207.90841 hartree. The value obtained for the HOMO energy is -8.6 eV.